C42H102F2N11O11S2V as an isolated structure at a distorted geometry, computed with ωB97M-V with the def2-TZVPD basis set.

ORCA input file:
```
! RIJCOSX wB97M-V def2-TZVPD def2/J DEFGRID3
* xyz 1 2
O -4.371 3.416 4.132
V -2.953 4.155 4.117
N -0.173 1.514 1.661
S 0.771 1.740 0.149
O 0.087 1.532 -1.126
O 2.214 1.679 0.093
F 0.566 3.334 0.298
S 0.414 0.065 1.823
O 1.814 -0.100 2.236
O -0.217 -0.936 0.978
F -0.257 -0.218 3.279
C 2.406 -2.411 -8.385
C 2.329 -3.731 -9.225
N 2.281 -4.946 -8.362
C 0.932 -5.038 -7.673
C 1.120 -4.797 -6.102
C 2.530 -6.240 -9.150
C 2.596 -7.476 -8.213
H 3.396 -2.302 -7.942
H 1.650 -2.411 -7.600
H 2.282 -1.505 -8.977
H 1.448 -3.597 -9.852
H 3.185 -3.928 -9.871
H 0.501 -6.033 -7.789
H 0.213 -4.355 -8.125
H 1.835 -5.522 -5.712
H 0.177 -4.942 -5.574
H 1.507 -3.786 -5.978
H 1.779 -6.498 -9.897
H 3.527 -6.240 -9.591
H 2.980 -8.255 -8.871
H 3.366 -7.337 -7.453
H 1.642 -7.875 -7.869
C 0.789 -7.255 6.143
C -0.675 -7.601 5.718
N -1.611 -6.520 5.844
C -1.654 -5.905 7.161
C -1.894 -6.960 8.273
C -3.007 -6.804 5.358
C -3.014 -7.384 3.949
H 1.222 -6.447 5.554
H 1.381 -8.142 5.917
H 0.873 -7.116 7.221
H -0.547 -7.740 4.645
H -1.019 -8.526 6.180
H -0.734 -5.375 7.409
H -2.389 -5.100 7.165
H -1.843 -6.378 9.193
H -2.799 -7.567 8.233
H -1.103 -7.698 8.406
H -3.625 -5.915 5.479
H -3.537 -7.486 6.022
H -4.027 -7.460 3.553
H -2.614 -8.398 3.935
H -2.482 -6.744 3.245
C 10.207 -0.321 3.812
C 9.295 -1.281 4.579
N 9.920 -1.531 5.857
C 11.280 -2.160 5.881
C 11.302 -3.684 5.540
C 8.881 -2.231 6.652
C 9.296 -2.320 8.110
H 10.972 -0.935 3.336
H 10.648 0.577 4.244
H 9.514 -0.008 3.030
H 8.370 -0.720 4.710
H 9.094 -2.135 3.932
H 11.962 -1.521 5.321
H 11.779 -2.080 6.846
H 12.287 -4.049 5.248
H 11.196 -4.288 6.441
H 10.599 -3.991 4.765
H 8.724 -3.233 6.253
H 7.954 -1.658 6.630
H 9.545 -1.313 8.444
H 10.196 -2.920 8.242
H 8.503 -2.745 8.726
C -7.078 3.023 -6.713
C -7.882 2.363 -7.824
N -9.249 2.290 -7.426
C -9.941 3.588 -7.484
C -11.473 3.535 -7.042
C -9.946 1.244 -8.098
C -9.936 1.262 -9.607
H -6.017 3.031 -6.966
H -7.369 2.583 -5.759
H -7.393 4.064 -6.651
H -7.739 2.969 -8.718
H -7.540 1.346 -8.019
H -9.461 4.226 -6.741
H -9.809 4.061 -8.457
H -12.106 2.962 -7.719
H -11.496 3.019 -6.082
H -11.971 4.498 -6.925
H -10.967 1.148 -7.728
H -9.493 0.294 -7.813
H -8.931 1.024 -9.957
H -10.233 2.256 -9.940
H -10.628 0.529 -10.021
C 3.941 5.508 6.042
O 2.767 5.785 5.815
N 4.564 5.832 7.179
C 6.002 5.513 7.381
C 3.930 6.424 8.293
H 4.633 4.898 5.440
H 6.525 4.940 6.616
H 6.017 5.040 8.363
H 6.554 6.421 7.624
H 4.383 7.368 8.594
H 2.867 6.610 8.141
H 3.925 5.699 9.108
C -0.069 8.444 -7.476
O -0.931 9.046 -6.822
N 1.159 8.101 -7.006
C 2.133 7.444 -7.882
C 1.638 8.572 -5.748
H -0.164 8.126 -8.526
H 2.699 8.213 -8.408
H 1.647 6.797 -8.613
H 2.887 6.909 -7.303
H 2.240 9.461 -5.934
H 0.780 8.847 -5.136
H 2.278 7.797 -5.326
C -6.066 7.685 -1.183
O -5.550 7.029 -0.306
N -7.363 8.059 -1.294
C -7.731 9.073 -2.266
C -8.348 7.482 -0.446
H -5.459 8.108 -1.997
H -6.803 9.572 -2.545
H -8.404 9.846 -1.895
H -8.243 8.599 -3.104
H -9.102 6.903 -0.979
H -8.013 6.730 0.268
H -8.788 8.232 0.211
C -9.365 -0.920 2.099
O -8.794 -1.033 3.125
N -8.776 -0.902 0.877
C -9.622 -0.582 -0.315
C -7.359 -0.926 0.597
H -10.460 -0.869 1.992
H -9.404 -1.104 -1.247
H -9.535 0.498 -0.439
H -10.675 -0.768 -0.103
H -7.083 -1.835 0.063
H -7.015 -0.055 0.038
H -6.776 -0.989 1.516
C -1.240 1.754 10.376
O -1.006 2.184 9.276
N -0.305 1.039 11.117
C -0.737 0.449 12.347
C 0.956 0.595 10.576
H -2.186 1.986 10.889
H -1.703 0.857 12.645
H -0.005 0.684 13.119
H -0.906 -0.626 12.291
H 1.769 0.706 11.294
H 0.951 -0.446 10.253
H 1.041 1.246 9.706
C 8.667 -3.433 -6.177
O 9.696 -3.721 -6.798
N 8.624 -2.596 -5.154
C 7.423 -2.341 -4.354
C 9.808 -1.847 -4.772
H 7.620 -3.725 -6.354
H 7.473 -2.859 -3.396
H 6.473 -2.557 -4.842
H 7.373 -1.274 -4.135
H 10.278 -2.338 -3.920
H 10.494 -1.732 -5.611
H 9.634 -0.839 -4.395
*
```

Calculated values
Kohn-Sham gap (alpha / beta), eV: 3.7 / 2.1
Energy above the lowest of the compared OMol25 structures with the same formula, charge and spin, kJ/mol: 1017.3

C29H50BrNOP2Sr as an isolated structure at a distorted geometry, computed with ωB97M-V with the def2-TZVPD basis set.

ORCA input file:
```
! RIJCOSX wB97M-V def2-TZVPD def2/J DEFGRID3
* xyz 2 1
N 6.926 -4.969 3.707
C 6.161 -5.876 3.091
C 5.049 -5.515 2.323
C 4.741 -4.143 2.135
C 5.565 -3.211 2.819
C 6.640 -3.673 3.587
C 3.623 -3.713 1.298
Sr 0.596 -2.166 -1.351
P -0.993 3.470 -4.415
C 3.523 -2.462 0.750
C 2.356 -1.623 0.788
C 2.452 -0.317 0.214
C 1.536 0.666 0.526
C 0.384 0.327 1.313
C 0.122 -1.038 1.556
C 1.133 -1.994 1.419
Br -0.740 0.652 -1.315
H 2.898 -4.509 1.089
H 4.438 -1.999 0.382
H 4.451 -6.287 1.839
H 5.380 -2.135 2.782
H 6.456 -6.928 3.189
H 7.306 -2.962 4.091
H 3.357 -0.069 -0.357
H 1.023 -2.985 1.875
H 1.643 1.664 0.095
H -0.883 -1.333 1.892
P -0.713 1.494 2.163
C -0.414 1.763 -4.739
C 0.313 1.761 -6.091
H -1.303 1.115 -4.755
H 0.225 1.461 -3.897
H 0.520 0.731 -6.392
H -0.308 2.239 -6.858
H 1.262 2.310 -6.039
C 0.225 4.161 -3.225
C 0.184 5.694 -3.214
H 1.214 3.797 -3.543
H -0.021 3.734 -2.241
H 1.038 6.076 -2.644
H 0.243 6.096 -4.233
H -0.736 6.077 -2.755
C -2.484 3.324 -3.337
C -3.784 3.383 -4.143
H -2.440 4.166 -2.633
H -2.364 2.381 -2.779
H -4.631 3.245 -3.455
H -3.892 4.365 -4.626
H -3.837 2.603 -4.921
C -2.477 1.245 1.869
C -3.381 1.803 2.984
H -2.688 0.166 1.728
H -2.709 1.737 0.911
H -3.608 1.036 3.727
H -2.920 2.650 3.512
H -4.322 2.161 2.537
C -0.286 3.145 1.602
C 1.099 3.503 2.129
H -1.068 3.836 1.958
H -0.348 3.106 0.499
H 1.096 3.539 3.224
H 1.870 2.786 1.815
H 1.376 4.485 1.751
C -0.250 1.272 3.902
C -0.847 0.022 4.555
H -0.506 2.196 4.445
H 0.847 1.176 3.895
H -0.055 -0.705 4.771
H -1.317 0.291 5.511
H -1.622 -0.502 3.976
C -3.699 -2.201 -2.153
C -2.801 -1.935 -0.974
O -1.596 -2.726 -0.973
C -1.791 -4.144 -0.728
C -2.555 -4.415 0.548
H -3.387 -1.590 -3.006
H -4.724 -1.902 -1.901
H -3.718 -3.247 -2.458
H -2.444 -0.899 -1.000
H -3.263 -2.105 0.005
H -2.272 -4.541 -1.621
H -0.785 -4.576 -0.674
H -3.626 -4.210 0.447
H -2.484 -5.470 0.826
H -2.182 -3.835 1.395
*
```

Calculated values
Kohn-Sham gap, eV: 4.6
Energy above the lowest of the compared OMol25 structures with the same formula, charge and spin, kJ/mol: 0.0